Formula: C29H28AsBrN4PS4Tc
Source: OMol25
Level of theory: wB97M-V/def2-TZVPD

Element x y z (Å)
Tc -1.089 -0.372 0.060
Br 3.576 0.082 6.003
C 2.536 0.375 4.469
C 1.956 1.622 4.262
C 1.204 1.843 3.120
C 1.032 0.822 2.194
C 1.585 -0.426 2.425
C 2.346 -0.653 3.560
N 0.282 1.029 0.983
C 0.316 2.168 0.428
C -0.447 2.396 -0.805
C -0.447 3.607 -1.452
C -1.169 3.737 -2.632
C -1.839 2.635 -3.122
C -1.789 1.442 -2.414
N -1.118 1.325 -1.267
H 2.084 2.410 4.992
H 0.720 2.806 2.987
H 1.450 -1.220 1.705
H 2.788 -1.627 3.731
H 0.943 2.965 0.824
H 0.115 4.435 -1.037
H -1.202 4.682 -3.159
H -2.401 2.683 -4.045
H -2.301 0.557 -2.768
S -3.094 -4.745 -0.064
As -3.210 -2.794 0.575
S -2.812 -1.386 -1.152
S -1.251 -2.128 1.557
S -4.795 -2.147 1.742
C -5.999 1.463 2.056
N -4.547 1.283 2.009
C -3.692 1.268 3.088
C -2.483 0.891 2.611
N -2.592 0.676 1.243
C -3.857 0.907 0.930
H -6.263 1.961 2.983
H -6.483 0.489 2.015
H -6.327 2.070 1.216
H -4.018 1.505 4.088
H -1.564 0.731 3.150
H -4.290 0.806 -0.051
C -0.075 -2.720 -2.436
P 0.621 -1.494 -1.300
C 2.004 -2.436 -0.567
C 3.309 -2.310 -1.044
C 4.316 -3.123 -0.538
C 4.029 -4.078 0.426
C 2.726 -4.227 0.885
C 1.719 -3.408 0.396
C 1.425 -0.239 -2.342
C 1.175 -0.139 -3.708
C 1.757 0.883 -4.454
C 2.590 1.807 -3.842
C 2.858 1.707 -2.478
C 2.274 0.694 -1.733
H 0.724 -3.126 -3.057
H -0.866 -2.291 -3.046
H -0.516 -3.518 -1.834
H 3.549 -1.590 -1.813
H 5.327 -3.012 -0.908
H 4.816 -4.716 0.810
H 2.489 -4.991 1.616
H 0.708 -3.539 0.756
H 0.535 -0.862 -4.201
H 1.566 0.945 -5.519
H 3.043 2.599 -4.426
H 3.532 2.411 -2.004
H 2.507 0.599 -0.675

Force components x, y, z for each atom (eV/Å):
-1.5802 -1.6980 0.4822
0.0363 -0.0166 0.0865
-0.0708 0.0618 -0.0627
0.0151 -0.0187 -0.0184
-0.1073 0.2128 0.1405
-0.1316 0.0665 -0.2216
0.1025 -0.1698 -0.0610
0.0191 -0.0226 -0.0264
0.3844 -0.4490 0.6907
0.0413 0.6180 -0.5007
0.1795 -0.1752 0.3519
0.0484 0.3617 -0.1234
0.0708 0.1208 0.0448
-0.0709 -0.1030 -0.0713
0.0819 0.0567 0.0899
-0.1362 0.3118 -0.4471
-0.0029 -0.0462 -0.0367
0.0436 -0.1077 0.0078
-0.0076 -0.0069 0.0188
-0.0237 0.0687 -0.0158
-0.0784 0.0407 -0.0781
-0.0446 -0.0143 -0.0365
0.0324 -0.0419 0.0295
0.0250 -0.0179 0.0499
-0.0256 -0.0002 0.0273
0.3331 0.1166 -0.1093
-0.7129 -0.7001 0.3156
0.6856 0.6274 0.0537
0.3865 0.7214 -0.2828
0.1776 0.2288 -0.0885
0.2170 -0.0904 0.0160
-0.2882 0.1991 0.0983
-0.1685 -0.0100 -0.0641
0.0502 -0.0246 -0.3262
0.2445 0.0817 0.2600
0.0948 0.0564 0.1262
0.0211 0.0368 0.0065
0.0067 -0.0430 0.0072
0.0272 0.0285 -0.0197
-0.0095 -0.0331 -0.1123
-0.0425 -0.0084 -0.0544
0.0087 -0.0783 0.0684
0.0205 -0.0510 -0.0155
0.2514 -0.0880 -0.2734
-0.0423 -0.0137 0.0993
-0.0028 -0.0085 0.0768
-0.0337 0.0263 -0.0038
-0.0003 -0.0080 -0.0022
0.0041 0.0251 -0.0210
0.0637 -0.0400 -0.0673
0.1058 0.0728 0.0704
-0.0102 -0.0016 0.0029
-0.0146 0.0050 0.0274
-0.0172 -0.0232 0.0624
-0.0487 -0.0296 -0.0396
0.0011 -0.0518 -0.0709
-0.0040 -0.0203 0.0034
-0.0218 0.0029 -0.0179
-0.0294 0.0135 0.0028
0.0061 0.0113 0.0044
-0.0182 -0.0064 -0.0053
-0.0395 0.0351 -0.0160
0.0009 0.0578 -0.0192
-0.0090 -0.0380 -0.0247
0.0457 0.0567 0.0167
-0.0003 -0.0047 0.0678
0.0047 -0.0350 0.0132
-0.0411 -0.0417 -0.0197
-0.0028 0.0146 -0.0655

The spin multiplicity is 4. The frontier orbital gap (spin up / spin down) comes out at 5.67 / 4.98 eV. For the energy above the lowest of the compared OMol25 structures with the same formula, charge and spin, the calculation gives 0.0 kcal/mol. Its total energy is -222195.2042 eV. As for the net charge: +1. For the molar mass, the calculation gives 844.64 g/mol. The value obtained for the HOMO energy (spin up / spin down) is -9.961 / -9.893 eV.

---

Formula: C29H28AuN2O3PS3
Source: OMol25
Level of theory: wB97M-V/def2-TZVPD

Element x y z (Å)
Au 1.047 -0.347 -0.637
O 4.765 1.191 -0.245
C 3.683 0.988 -0.741
O 3.114 -0.154 -0.944
C 2.902 2.266 -1.250
P 1.111 2.024 -1.205
C 0.375 2.502 -2.774
C -0.676 3.407 -2.918
C -1.224 3.627 -4.173
C -0.727 2.956 -5.282
C 0.332 2.066 -5.142
C 0.875 1.826 -3.893
C 0.431 2.778 0.281
C -0.931 3.051 0.430
C -1.415 3.534 1.637
C -0.558 3.711 2.715
C 0.787 3.385 2.588
C 1.284 2.921 1.380
H 3.212 2.426 -2.284
H 3.210 3.135 -0.673
H -1.030 3.984 -2.075
H -2.031 4.339 -4.289
H -1.158 3.135 -6.257
H 0.736 1.565 -6.011
H 1.686 1.113 -3.786
H -1.620 2.895 -0.390
H -2.463 3.789 1.733
H -0.935 4.113 3.646
H 1.456 3.514 3.429
H 2.338 2.684 1.296
C -1.991 -0.290 -2.482
C -2.074 -0.225 -1.005
N -1.072 -0.413 -0.195
C -1.426 -0.277 1.138
C -2.759 0.020 1.323
S -3.556 0.132 -0.172
C -0.425 -0.439 2.142
C -0.572 -0.344 3.531
S 0.913 -0.588 4.294
C 1.682 -0.814 2.722
N 0.844 -0.710 1.736
C 3.117 -1.103 2.577
H -0.956 -0.405 -2.800
H -2.402 0.620 -2.927
H -2.578 -1.126 -2.870
H -3.290 0.178 2.250
H -1.471 -0.156 4.100
H 3.576 -1.346 3.533
H 3.643 -0.248 2.135
H 3.238 -1.930 1.870
C 0.981 -5.126 -0.988
S 1.000 -3.423 -0.372
O 2.201 -3.262 0.468
C -0.407 -3.563 0.754
C -0.173 -3.776 2.101
C -1.261 -3.904 2.958
C -2.556 -3.812 2.462
C -2.776 -3.593 1.108
C -1.694 -3.461 0.245
H 1.117 -5.794 -0.139
H 1.804 -5.234 -1.691
H 0.027 -5.306 -1.483
H 0.846 -3.846 2.465
H -1.093 -4.106 4.008
H -3.398 -3.924 3.133
H -3.786 -3.544 0.720
H -1.848 -3.292 -0.816

Force components x, y, z for each atom (eV/Å):
0.6510 0.6762 -0.8934
-0.2193 -0.5034 0.0112
-0.0078 1.6458 0.0073
-0.3888 -0.9026 0.1212
0.1811 -0.6162 0.2181
0.2416 -0.2167 -0.1522
-0.1951 -0.0693 0.2085
0.1366 0.0838 0.0208
-0.0334 0.0203 -0.0305
-0.0023 -0.0036 0.0304
-0.0005 0.0154 -0.0570
-0.0432 -0.0199 0.0363
-0.0695 0.0022 -0.0989
0.0275 -0.0558 0.0071
-0.0557 -0.0019 0.0284
0.0198 -0.0333 -0.0137
-0.0243 0.0017 0.0850
0.0151 0.0210 -0.0475
-0.0890 0.0132 -0.0545
0.0086 0.0498 -0.0461
-0.0269 -0.0083 -0.0006
0.0183 0.0065 0.0047
0.0196 0.0069 -0.0043
-0.0082 -0.0260 0.0146
0.0084 -0.0039 -0.0074
0.0123 0.0396 -0.0256
0.0074 -0.0023 -0.0167
0.0044 -0.0162 0.0023
0.0144 0.0290 -0.0250
-0.0105 0.0355 0.0066
-0.1475 0.0504 -0.1758
0.2180 -0.0379 0.1357
-0.1814 0.0741 -0.0125
0.1811 -0.1106 0.2382
-0.3803 0.0382 -0.2339
0.0939 -0.0531 0.3230
0.0371 -0.0651 -0.7722
0.3134 -0.0534 0.8788
-0.5581 0.0860 -0.1085
0.0760 -0.0352 -0.2831
0.0513 -0.0026 0.4517
0.1606 -0.0638 0.1483
0.0277 0.0090 0.0466
0.0511 0.0015 -0.0010
0.0060 -0.0141 0.0668
0.0546 -0.0252 0.0029
-0.0057 0.0122 -0.0646
0.0342 0.0311 -0.0308
-0.0740 0.0385 -0.0056
-0.0786 0.0164 -0.0117
-0.0253 0.2298 0.1034
-0.5380 -0.2409 -0.1852
0.4445 0.0018 0.3716
0.1635 -0.1399 -0.3293
-0.0518 0.0462 0.0083
0.0022 0.0320 0.0355
-0.0353 0.0366 0.0833
0.0023 0.0535 -0.0778
0.0004 -0.0276 0.1011
-0.0173 0.0298 0.0222
0.0041 0.0825 -0.0121
0.0188 -0.0160 -0.0029
0.0138 -0.0567 -0.0565
-0.0313 0.0136 0.0108
0.0019 -0.0368 -0.0080
-0.0008 -0.0112 0.0210
-0.0226 -0.0605 -0.0069

The spin multiplicity is 3. The frontier orbital gap (spin up / spin down) comes out at 6.02 / 4.15 eV. Its total energy is -85120.7185 eV. As for the net charge: +2. For the molar mass, the calculation gives 776.70 g/mol. The value obtained for the HOMO energy (spin up / spin down) is -13.008 / -14.178 eV.

---

Formula: C29H28BINO20PS
Source: OMol25
Level of theory: wB97M-V/def2-TZVPD

Element x y z (Å)
C 1.089 -2.375 -2.254
C 1.978 -2.526 -1.015
N 2.993 -1.477 -0.886
C 2.547 -0.128 -0.572
C 2.573 0.757 -1.815
B 3.791 0.303 -2.732
O 3.570 -0.505 -3.821
O 5.093 0.716 -2.453
O 1.177 -0.070 -0.043
C 1.017 -0.331 1.254
O 1.518 -1.267 1.827
I -0.219 1.012 2.306
P 3.799 0.582 0.641
S 3.586 2.454 1.110
H 0.933 -1.328 -2.514
H 1.506 -2.901 -3.114
H 0.100 -2.788 -2.030
H 2.531 -3.465 -1.107
H 1.365 -2.631 -0.117
H 3.705 -1.790 -0.237
H 2.684 1.807 -1.525
H 1.661 0.669 -2.405
H 4.077 -0.215 -4.587
H 5.213 1.670 -2.479
H 3.760 -0.270 1.748
H 4.990 0.242 -0.002
O -5.277 -4.215 1.496
C -4.130 -4.388 1.130
C -3.641 -5.597 0.500
C -2.349 -5.672 0.154
O -1.799 -6.726 -0.427
C -1.381 -4.537 0.400
O -0.226 -4.716 0.058
C -1.871 -3.323 1.014
C -3.165 -3.245 1.359
O -3.715 -2.185 1.924
H -4.340 -6.403 0.330
H -0.856 -6.504 -0.557
H -1.173 -2.515 1.180
H -4.655 -2.409 2.067
O 4.677 -5.354 6.992
C 3.807 -4.725 6.416
C 4.013 -3.931 5.228
C 2.974 -3.269 4.691
O 3.060 -2.521 3.608
C 1.586 -3.328 5.297
O 0.716 -2.684 4.744
C 1.378 -4.140 6.479
C 2.418 -4.799 7.008
O 2.338 -5.566 8.084
H 5.007 -3.895 4.805
H 2.167 -2.148 3.430
H 0.383 -4.186 6.897
H 3.241 -5.908 8.237
O -4.898 2.987 -4.796
C -3.799 2.796 -4.314
C -3.532 1.962 -3.162
C -2.275 1.834 -2.717
O -1.970 1.102 -1.652
C -1.114 2.530 -3.384
O 0.000 2.355 -2.921
C -1.375 3.349 -4.550
C -2.635 3.481 -4.990
O -2.980 4.205 -6.042
H -4.369 1.473 -2.686
H -1.004 1.165 -1.518
H -0.537 3.832 -5.031
H -3.951 4.118 -6.120
O -0.440 8.107 0.561
C -1.318 7.574 -0.090
C -2.504 8.246 -0.580
C -3.404 7.547 -1.284
O -4.516 8.063 -1.783
C -3.230 6.075 -1.581
O -4.116 5.540 -2.225
C -2.043 5.406 -1.101
C -1.135 6.105 -0.404
O -0.012 5.591 0.056
H -2.621 9.298 -0.363
H -4.976 7.331 -2.239
H -1.921 4.357 -1.319
H 0.455 6.316 0.514

Force components x, y, z for each atom (eV/Å):
-0.1839 -0.0060 0.2503
-0.0438 -0.3972 -0.4536
-0.0470 0.1261 0.3047
0.6047 -0.5478 -0.6261
0.1070 -0.0221 -0.1643
0.1116 -0.2291 0.0797
-0.4267 0.5653 -0.0274
-0.0980 0.1369 -0.7099
-0.0194 0.8193 0.4324
0.2063 -1.1653 0.5596
-0.3013 0.8941 -0.4939
-0.1126 -0.0095 -0.2906
-0.2076 0.8154 0.3126
-0.0104 -0.1760 -0.1113
0.0660 -0.0744 -0.0657
-0.0314 0.2139 0.0336
0.1400 -0.0785 -0.1151
-0.0330 0.1119 0.1065
0.0632 0.1594 -0.0105
-0.1204 -0.0729 0.1430
-0.1975 -0.0101 0.0264
-0.0950 -0.0584 0.2702
0.3794 -0.4248 0.1447
0.0070 0.0100 0.4859
0.0648 -0.2986 -0.1029
0.0485 -0.2119 -0.0850
-0.0560 0.0778 0.0319
0.0561 -0.1814 -0.0895
-0.1127 -0.0252 0.0155
-0.0506 -0.0380 -0.0026
-0.0411 -0.0548 -0.0089
-0.0272 0.2680 0.1300
0.0430 -0.1404 -0.0857
0.1025 0.0454 -0.0313
0.0619 0.0353 0.0029
0.0397 0.0545 0.0104
0.0180 -0.0161 -0.0036
0.0519 0.0485 0.0130
-0.0143 -0.0029 0.0441
-0.0471 -0.0539 -0.0043
0.0010 -0.0635 0.0659
0.0542 0.1024 -0.1655
0.1050 -0.0340 0.0073
0.0676 -0.0017 -0.0078
-0.0320 -0.0217 0.1560
-0.0535 -0.1065 0.1523
-0.0071 0.0436 -0.0797
-0.0878 0.0293 -0.0147
-0.0696 0.0077 0.0167
-0.0663 -0.0042 0.0350
-0.0058 0.0234 -0.0169
0.0953 -0.0293 -0.1008
0.0071 -0.0057 0.0199
0.0694 0.0035 -0.0225
-0.0754 0.0144 -0.0794
0.0455 -0.0773 0.1503
-0.1468 -0.0032 -0.0067
-0.1815 -0.0428 0.1497
0.2149 0.0244 -0.0306
0.0998 0.0877 -0.3660
-0.1186 -0.1020 0.2206
0.0447 0.0366 0.0354
0.0749 0.0758 -0.0166
0.0520 0.0282 -0.0213
0.0159 -0.0114 0.0365
0.0258 0.0293 -0.0167
-0.0074 0.0116 -0.0012
-0.0500 -0.0178 0.0299
0.1146 -0.0234 0.0471
-0.1871 0.1249 -0.0914
0.0627 0.0984 0.0637
-0.0173 0.0581 0.0165
-0.0067 0.0668 0.0232
0.1455 -0.1339 0.0332
-0.0450 -0.0116 -0.0862
-0.0963 -0.0462 -0.0502
0.0098 -0.0457 -0.0798
0.0107 -0.0774 0.0249
-0.0238 -0.0001 -0.0053
0.0081 -0.0664 -0.0114
0.0257 -0.0981 0.0105
0.0331 0.0712 0.0609

The spin multiplicity is 1. The frontier orbital gap comes out at 7.42 eV. As for the SMILES: CCN[C@@](CB(O)O)(OC(=O)I)[PH2]=S.O=C1C=C(O)C(=O)C=C1O.O=C1C=C(O)C(=O)C=C1O.O=C1C=C(O)C(=O)C=C1O.O=C1C=C(O)C(=O)C=C1O. Its total energy is -101868.9134 eV. As for the net charge: 0. For the molar mass, the calculation gives 911.29 g/mol. The value obtained for the HOMO energy is -8.967 eV.

---

Number 3 is which compound? C29H28BINO20PS